(1)
Entry from the OMol25 dataset: a structure of composition C25H22BrN3O4PtS (ωB97M-V/def2-TZVPD).

ΔE to the lowest compared entry with this formula, charge and spin: 51.2 kcal/mol
Total charge: +2
Spin multiplicity: 1
Frontier orbital gap: 0.146 Ha
HOMO energy: -13.44 eV

Each line ends with the Löwdin charge.
Atoms and positions in Å:
C 2.188 0.712 -2.968  -0.102
S 0.086 -0.071 -4.525  0.643
H -0.668 2.528 -3.454  0.132
C 2.091 2.644 -1.431  -0.339
H 0.885 2.466 4.061  0.120
C 2.746 3.538 -0.429  -0.020
H -2.602 0.112 -4.963  0.124
C 1.555 0.710 1.056  -0.190
C 1.796 0.730 2.245  -0.093
C 1.539 1.712 4.479  -0.014
H -0.438 -3.719 -0.783  0.151
H 3.201 4.374 -0.968  0.117
H -0.912 -1.839 -3.751  0.118
C -2.371 -4.773 0.567  0.021
O -1.257 -0.608 -0.617  -0.184
C -2.229 -3.327 0.352  -0.103
C 1.831 1.717 5.829  -0.005
H -3.988 -0.598 1.367  0.131
H 3.364 -0.991 3.534  0.122
C 0.872 3.080 -2.083  -0.013
Pt 1.227 0.683 -0.834  1.135
C 0.256 2.251 -2.962  -0.043
C 2.974 0.742 7.765  -0.162
N -0.624 -1.771 -0.769  0.112
H -2.766 1.033 -2.640  0.071
H -3.053 -1.480 -4.367  0.138
C 0.861 0.977 -3.275  -0.306
H -3.652 -2.888 1.879  0.151
H -1.669 -5.055 1.369  0.149
C 2.088 0.734 3.647  -0.251
H 3.521 3.018 0.129  0.097
O 1.064 -1.060 -4.842  -0.245
C -3.053 -2.450 1.088  0.028
H 0.462 4.048 -1.828  0.143
H 2.017 3.942 0.271  0.102
C -1.111 -2.925 -0.478  -0.031
H -2.085 -5.348 -0.314  0.118
H -3.370 -5.036 0.908  0.118
C 2.818 1.524 -1.982  -0.120
C -3.321 -0.848 -1.748  -0.338
C -3.254 -1.151 0.791  0.034
C 2.675 0.742 6.356  -0.206
H 1.412 2.470 6.481  0.130
C 2.936 -0.239 4.183  -0.011
O -3.701 -1.985 -1.820  0.164
C -2.694 -0.417 -0.369  -0.699
O -0.451 0.860 -5.461  -0.233
C 3.231 -0.235 5.532  -0.003
H -4.288 0.342 -3.191  0.155
C -3.257 0.103 -2.914  -0.101
N -1.145 -0.854 -3.786  -0.114
H 2.684 -0.147 -3.400  0.134
H 3.889 -0.981 5.954  0.130
C -2.552 -0.551 -4.103  -0.167
N 3.207 0.737 8.889  0.191
H 3.841 1.352 -1.679  0.145
Br -2.811 1.464 0.001  0.968

=====

(2)
Entry from the OMol25 dataset: a structure of composition C24H37N2O5SbTc (ωB97M-V/def2-TZVPD).

Total charge: +1
Spin multiplicity: 3
Frontier orbital gap (alpha / beta): 0.261 / 0.220 Ha
HOMO energy (alpha / beta): -10.91 / -9.98 eV

Each line ends with the Löwdin charge.
Atoms and positions in Å:
H -2.482 1.771 -1.748  0.078
H -2.581 3.210 0.250  0.064
C -3.041 0.705 1.129  -0.130
H 0.575 -1.791 4.218  0.157
N -2.309 -2.536 -0.792  -0.147
C 3.527 -1.791 -0.924  0.062
H -0.404 3.802 -2.743  0.100
O -1.971 -1.791 0.325  -0.378
H -2.196 -0.861 -2.062  0.073
H 0.892 0.281 -2.586  0.048
H -2.458 -4.281 0.340  0.137
C -2.753 -2.718 -3.177  -0.003
H 3.128 3.369 1.334  0.099
C -1.615 1.393 -2.319  -0.107
H 0.763 1.762 -3.607  0.109
C 2.935 0.703 0.542  -0.142
H 5.314 -1.791 0.301  0.124
C 2.158 -1.791 -0.873  -0.186
C 1.892 1.390 2.681  -0.094
H 2.967 0.802 -0.558  0.085
H -1.134 3.854 -1.129  0.061
H 1.361 3.732 1.228  0.085
H -3.952 0.962 1.712  0.103
C 1.851 1.606 1.162  -0.644
H -1.719 1.763 -3.363  0.110
H 0.627 3.853 -1.303  0.061
H -2.793 -0.361 1.322  0.054
H -3.256 -4.658 -3.880  0.120
H 4.072 -1.791 2.503  0.146
O 1.459 -1.791 -3.163  0.060
O 1.441 -1.791 3.760  0.155
O -0.145 -1.791 -1.508  -0.261
H 2.314 3.209 -0.231  0.066
H -3.286 0.804 0.057  0.068
C 4.227 -1.791 0.314  -0.012
C -1.602 1.392 3.025  -0.120
H 1.222 2.094 3.196  0.072
C 0.864 1.392 -2.563  -0.103
C -0.301 3.428 -1.702  -0.100
Sb -0.103 0.914 0.325  1.695
C 1.047 -1.791 2.471  -0.432
H -1.361 3.732 1.496  0.084
H -3.075 -5.716 -1.611  0.119
C -1.857 1.607 1.526  -0.683
C 2.181 -1.791 1.501  -0.271
H 3.942 0.960 0.936  0.121
H 2.728 -0.363 0.779  -0.005
H -1.281 0.347 3.224  0.070
H -1.648 0.282 -2.336  0.029
H -0.103 -3.459 0.325  0.039
C -2.885 -4.658 -1.721  -0.004
H -0.844 2.095 3.399  0.065
C 3.545 -1.791 1.560  0.026
C -0.301 1.886 -1.693  -0.648
C 1.075 -1.791 -1.949  -0.491
C -2.554 -3.891 -0.666  -0.037
H 4.038 -1.791 -1.880  0.143
H 1.616 0.346 2.939  0.056
O -0.143 -1.791 2.141  -0.116
H 1.827 1.769 -2.172  0.075
H -2.819 -2.220 -4.134  0.123
H -2.523 1.596 3.613  0.101
C -2.229 3.071 1.287  -0.117
H -3.075 3.371 1.943  0.099
C -2.398 -1.922 -2.019  0.037
C -2.989 -4.037 -3.036  -0.019
Tc -0.103 -1.791 0.325  1.323
N 1.618 -1.791 0.326  -0.248
H 2.911 1.593 3.079  0.107
C 2.170 3.070 0.855  -0.111

=====

(3)
Entry from the OMol25 dataset: a cluster of 2 separate species, C21H39ClNO7P in total (ωB97M-V/def2-TZVPD).

Total charge: -2
Spin multiplicity: 1
Frontier orbital gap: 0.101 Ha
HOMO energy: 1.40 eV

Each line ends with the Löwdin charge.
Atoms and positions in Å:
H -5.674 -1.596 -0.031  0.061
O 1.886 -2.400 0.796  -0.112
C 1.634 -4.131 -1.493  -0.079
H 1.434 -4.502 -2.495  0.062
H -1.171 0.890 0.462  0.074
C -3.797 -0.574 0.139  -0.298
H -2.780 1.783 3.306  0.060
H 1.962 3.092 2.969  0.113
P -0.524 1.351 -1.839  1.054
H -2.191 3.145 -2.034  -0.001
H -0.292 -3.648 -0.599  0.105
H 3.163 -0.043 -0.196  0.089
H -1.075 3.063 -3.389  0.030
O 2.505 1.794 -1.668  -0.264
O 2.148 3.086 -3.452  -0.247
C 2.402 1.692 1.368  -0.182
H 0.432 -0.263 0.732  0.131
H 0.975 3.251 1.553  0.120
H -3.352 -1.528 -0.122  0.104
O -1.062 -0.909 -0.578  -0.162
H -1.658 0.586 3.932  0.049
H 3.333 2.246 1.285  0.123
H -0.808 -0.792 -3.052  0.058
C -0.049 -1.181 0.395  -0.258
C -1.873 1.650 3.887  -0.010
C -0.674 -1.963 1.567  -0.056
N 0.356 1.728 2.845  0.041
H 0.346 1.643 -4.466  0.043
H -1.111 0.696 -4.874  0.047
O 4.130 3.197 -2.364  -0.223
C 0.528 -3.135 -1.098  -0.169
C 2.768 0.296 1.881  -0.190
C 3.485 -0.488 0.748  -0.150
C -1.514 0.434 -0.463  -0.495
C -5.263 -0.628 -0.313  -0.122
H -5.327 -0.536 -1.394  0.069
H 0.532 0.056 -5.148  0.060
C 2.957 2.709 -2.495  -0.990
H 3.697 -2.415 1.641  0.118
O -0.932 3.658 3.048  0.045
H 2.000 1.643 0.351  0.068
H 3.500 0.435 2.686  0.102
C 1.066 -1.967 -0.278  -0.290
C -0.048 -1.728 2.909  -0.238
H 0.908 -0.294 -2.875  0.057
C -0.772 2.455 3.222  -0.523
H 3.756 -2.452 -0.095  0.108
Cl -3.515 2.088 0.245  0.654
C -0.105 0.042 -3.071  -0.401
C -1.699 2.471 -2.726  -0.311
O 0.514 -2.618 3.552  0.013
H 2.569 -3.583 -1.572  0.063
H -5.864 0.142 0.163  0.055
H -3.354 0.548 -1.599  0.091
C -3.040 0.554 -0.560  -0.652
H 0.117 -2.736 -2.020  0.097
H 4.560 -0.346 0.839  0.116
H 1.942 -0.258 2.319  0.063
C 1.425 2.515 2.209  -0.179
H -0.623 -3.036 1.410  0.116
H 1.722 -4.946 -0.785  0.067
H -3.780 -0.397 1.212  0.092
C 3.235 -1.990 0.748  -0.209
H -2.429 1.947 -3.349  0.019
H 0.709 1.258 3.671  0.125
H -0.073 -0.720 3.352  0.083
H -2.021 2.020 4.897  0.075
H -1.729 -1.692 1.624  0.112
H 1.581 -1.312 -0.982  0.151
C -0.096 0.647 -4.485  -0.176